1.
{"formula": "C7H21N3P", "method": "the ωB97M-V functional and the def2-TZVPD basis", "total_charge": 1, "e_above_lowest_ev": 1.573, "total_energy_ev": -21347.8525, "homo_lumo_gap_ev": 7.446, "homo_energy_ha": -0.3876, "elements": ["C", "C", "C", "C", "C", "C", "C", "N", "N", "N", "P", "H", "H", "H", "H", "H", "H", "H", "H", "H", "H", "H", "H", "H", "H", "H", "H", "H", "H", "H", "H", "H"], "coordinates": [[-0.92, 2.36, 0.56], [-3.13, 1.90, -0.27], [-3.36, -1.27, -0.75], [-1.70, -2.27, 0.86], [3.65, -1.03, -1.11], [3.68, 1.15, 0.17], [-1.68, 0.06, 0.50], [-1.87, 1.31, 0.28], [-2.36, -1.09, 0.29], [3.20, -0.22, 0.06], [1.35, -0.29, 0.73], [-0.73, 2.75, -0.48], [-1.49, 3.15, 1.17], [0.00, 2.00, 0.98], [-3.62, 1.14, -0.85], [-3.88, 2.02, 0.62], [-2.79, 2.82, -0.74], [-4.48, -1.05, -0.49], [-3.28, -0.73, -1.63], [-3.30, -2.30, -0.96], [-2.52, -2.95, 0.93], [-0.91, -2.59, 0.16], [-1.20, -2.02, 1.88], [3.12, -0.73, -2.07], [4.74, -0.85, -1.48], [3.56, -2.15, -0.95], [2.92, 1.87, -0.25], [3.85, 1.31, 1.27], [4.66, 1.28, -0.37], [3.54, -0.70, 0.91], [1.41, -1.66, 0.41], [1.15, -0.03, -0.67]], "lowdin_charge": [-0.083, -0.012, -0.070, -0.083, -0.096, -0.126, -0.163, -0.238, -0.217, -0.494, 0.955, 0.106, 0.123, 0.010, 0.045, 0.139, 0.079, 0.131, 0.054, 0.067, 0.067, 0.072, 0.111, 0.108, 0.117, 0.104, 0.097, 0.113, 0.112, 0.110, -0.091, -0.049]}


2.
{"formula": "C17H15FN4O2S", "method": "the ωB97M-V functional and the def2-TZVPD basis", "total_charge": 0, "e_above_lowest_ev": 0.001, "total_energy_ev": -41481.0996, "homo_lumo_gap_ev": 8.961, "homo_energy_ha": -0.3081, "elements": ["C", "O", "C", "C", "C", "C", "C", "C", "C", "N", "C", "S", "C", "C", "O", "N", "C", "C", "C", "C", "C", "C", "F", "N", "N", "H", "H", "H", "H", "H", "H", "H", "H", "H", "H", "H", "H", "H", "H", "H"], "coordinates": [[-3.30, -2.81, 1.07], [-2.18, -2.33, 0.37], [-2.26, -1.12, -0.26], [-3.41, -0.34, -0.29], [-3.42, 0.87, -0.96], [-2.29, 1.32, -1.61], [-1.14, 0.56, -1.58], [-1.10, -0.66, -0.91], [0.15, -1.37, -0.88], [1.30, -0.89, -1.34], [2.19, -1.85, -1.05], [3.92, -1.63, -1.29], [4.29, -1.26, 0.47], [3.15, -0.46, 1.07], [2.52, -0.85, 2.03], [2.91, 0.71, 0.41], [1.79, 1.53, 0.51], [0.75, 1.33, 1.41], [-0.35, 2.17, 1.41], [-0.43, 3.23, 0.53], [0.60, 3.45, -0.37], [1.68, 2.61, -0.37], [2.69, 2.82, -1.25], [1.67, -2.91, -0.46], [0.38, -2.60, -0.36], [-3.59, -2.13, 1.88], [-4.15, -2.98, 0.41], [-2.99, -3.76, 1.51], [-4.31, -0.68, 0.20], [-4.33, 1.45, -0.97], [-2.30, 2.27, -2.14], [-0.23, 0.89, -2.07], [4.40, -2.19, 1.02], [5.23, -0.70, 0.48], [3.49, 0.89, -0.40], [0.81, 0.50, 2.11], [-1.15, 1.99, 2.12], [-1.29, 3.88, 0.54], [0.57, 4.27, -1.07], [-0.28, -3.22, 0.09]], "lowdin_charge": [-0.068, -0.104, -0.207, -0.020, -0.072, -0.085, -0.024, -0.077, -0.250, 0.142, -0.721, 0.937, -0.351, -0.552, 0.078, 0.124, -0.164, -0.006, -0.085, -0.102, -0.019, -0.215, 0.063, 0.088, 0.089, 0.100, 0.099, 0.097, 0.102, 0.106, 0.106, 0.114, 0.085, 0.081, 0.127, 0.104, 0.106, 0.104, 0.119, 0.151]}


3.
{"formula": "C25H30N2O3", "method": "the ωB97M-V functional and the def2-TZVPD basis", "total_charge": 0, "e_above_lowest_ev": 2.444, "total_energy_ev": -35533.6862, "homo_lumo_gap_ev": 9.046, "homo_energy_ha": -0.3107, "elements": ["C", "O", "C", "C", "C", "C", "C", "C", "C", "C", "C", "C", "O", "C", "C", "N", "C", "C", "C", "C", "C", "C", "C", "C", "C", "C", "C", "O", "N", "C", "H", "H", "H", "H", "H", "H", "H", "H", "H", "H", "H", "H", "H", "H", "H", "H", "H", "H", "H", "H", "H", "H", "H", "H", "H", "H", "H", "H", "H", "H"], "coordinates": [[-0.30, 5.68, 5.46], [1.03, 5.32, 5.74], [1.70, 4.56, 4.82], [3.02, 4.24, 5.14], [3.77, 3.47, 4.28], [3.24, 3.03, 3.08], [1.93, 3.35, 2.75], [1.33, 2.90, 1.50], [1.97, 2.29, 0.38], [0.96, 2.10, -0.51], [0.92, 1.48, -1.86], [1.12, -0.05, -1.80], [2.37, -0.35, -1.21], [0.04, -0.71, -0.93], [0.14, -2.23, -0.99], [-0.01, -2.68, -2.36], [-0.13, -4.13, -2.45], [-0.77, -4.57, -3.77], [-2.12, -3.87, -4.01], [-3.11, -4.22, -2.93], [-3.37, -3.33, -1.90], [-4.25, -3.66, -0.89], [-4.89, -4.88, -0.90], [-4.65, -5.78, -1.93], [-3.76, -5.44, -2.94], [1.09, -2.17, -3.16], [1.02, -0.64, -3.21], [-0.19, 2.55, 0.02], [0.05, 3.05, 1.25], [1.16, 4.11, 3.62], [-0.38, 6.28, 4.56], [-0.63, 6.27, 6.32], [-0.94, 4.80, 5.37], [3.42, 4.59, 6.08], [4.79, 3.22, 4.54], [3.84, 2.42, 2.42], [3.00, 2.04, 0.26], [-0.05, 1.71, -2.32], [1.71, 1.91, -2.48], [3.07, -0.04, -1.80], [-0.94, -0.38, -1.28], [0.17, -0.38, 0.11], [1.10, -2.54, -0.56], [-0.67, -2.66, -0.39], [0.85, -4.63, -2.33], [-0.78, -4.45, -1.63], [-0.92, -5.65, -3.72], [-0.11, -4.36, -4.61], [-2.51, -4.19, -4.98], [-1.95, -2.80, -4.02], [-2.86, -2.37, -1.89], [-4.44, -2.96, -0.08], [-5.58, -5.14, -0.11], [-5.15, -6.73, -1.94], [-3.58, -6.14, -3.74], [2.06, -2.47, -2.75], [1.00, -2.56, -4.18], [0.06, -0.34, -3.65], [1.82, -0.26, -3.84], [0.15, 4.34, 3.33]], "lowdin_charge": [-0.087, -0.083, -0.267, -0.006, -0.076, -0.038, -0.162, -0.233, 0.057, -0.265, -0.039, -0.522, 0.007, -0.085, -0.178, -0.170, -0.202, -0.173, -0.157, -0.245, -0.051, -0.083, -0.099, -0.088, -0.046, -0.178, -0.098, 0.016, 0.112, 0.037, 0.097, 0.092, 0.097, 0.116, 0.105, 0.104, 0.110, 0.135, 0.134, 0.110, 0.130, 0.130, 0.131, 0.118, 0.126, 0.117, 0.112, 0.098, 0.115, 0.106, 0.104, 0.101, 0.098, 0.100, 0.113, 0.129, 0.116, 0.127, 0.124, 0.104]}


4.
{"formula": "C23H26ClN3O5S", "method": "the ωB97M-V functional and the def2-TZVPD basis", "total_charge": 0, "e_above_lowest_ev": 1.282, "total_energy_ev": -62338.0925, "homo_lumo_gap_ev": 8.720, "homo_energy_ha": -0.3068, "elements": ["O", "S", "O", "C", "C", "C", "C", "C", "C", "N", "C", "C", "O", "C", "C", "C", "C", "Cl", "C", "C", "N", "C", "C", "C", "C", "C", "O", "N", "C", "C", "O", "C", "C", "H", "H", "H", "H", "H", "H", "H", "H", "H", "H", "H", "H", "H", "H", "H", "H", "H", "H", "H", "H", "H", "H", "H", "H", "H", "H"], "coordinates": [[4.25, 1.74, -2.62], [3.88, 1.00, -1.46], [4.59, 1.21, -0.23], [2.13, 1.18, -1.18], [1.33, 1.54, -2.26], [-0.05, 1.61, -2.13], [-0.58, 1.31, -0.89], [0.24, 0.96, 0.21], [1.62, 0.89, 0.07], [-0.55, 0.75, 1.31], [-1.77, 0.95, 0.92], [-2.97, 0.86, 1.82], [-2.72, 0.18, 3.01], [-1.95, 0.76, 3.98], [-1.40, 2.03, 3.91], [-0.66, 2.52, 4.98], [-0.48, 1.74, 6.11], [0.44, 2.37, 7.44], [-1.02, 0.47, 6.18], [-1.75, -0.02, 5.12], [-1.87, 1.29, -0.41], [-3.07, 1.49, -1.18], [-3.68, 0.18, -1.72], [-2.69, -0.74, -2.44], [-2.35, -1.79, -1.38], [-3.66, -1.88, -0.62], [-4.22, -0.57, -0.64], [4.07, -0.62, -1.84], [3.82, -1.56, -0.78], [4.37, -2.92, -1.21], [3.79, -3.34, -2.42], [4.05, -2.41, -3.45], [3.48, -1.03, -3.10], [1.82, 1.77, -3.19], [-0.66, 1.91, -2.97], [2.27, 0.65, 0.89], [-3.35, 1.88, 2.01], [-3.76, 0.29, 1.32], [-1.51, 2.65, 3.04], [-0.23, 3.51, 4.92], [-0.87, -0.13, 7.07], [-2.19, -1.00, 5.16], [-2.82, 2.14, -2.03], [-3.82, 1.99, -0.56], [-4.51, 0.47, -2.38], [-3.18, -1.22, -3.29], [-1.81, -0.20, -2.80], [-1.55, -1.44, -0.73], [-2.05, -2.74, -1.81], [-4.36, -2.57, -1.12], [-3.55, -2.18, 0.42], [2.74, -1.65, -0.57], [4.34, -1.19, 0.11], [5.46, -2.85, -1.32], [4.13, -3.69, -0.47], [5.13, -2.33, -3.62], [3.57, -2.81, -4.35], [2.39, -1.10, -3.02], [3.76, -0.29, -3.85]], "lowdin_charge": [-0.282, 0.666, -0.275, -0.271, -0.064, -0.005, -0.157, -0.191, 0.023, 0.203, -0.243, -0.109, -0.022, -0.270, -0.024, -0.099, -0.688, 0.657, -0.104, 0.000, 0.038, -0.056, -0.290, -0.108, -0.134, -0.176, -0.123, -0.234, -0.177, -0.182, -0.128, -0.185, -0.178, 0.112, 0.112, 0.126, 0.143, 0.125, 0.106, 0.106, 0.105, 0.119, 0.133, 0.136, 0.149, 0.120, 0.096, 0.107, 0.116, 0.124, 0.125, 0.129, 0.124, 0.132, 0.129, 0.132, 0.129, 0.130, 0.123]}